No. 1
This record from the OMol25 dataset describes a 2-piece molecular cluster, C5H15NO overall at a distorted geometry. The level of theory is ωB97M-V/def2-TZVPD.

```
22
Properties=species:S:1:pos:R:3:nbo_charge:R:1
C 2.496 1.250 -2.728 -0.421
N 1.776 0.040 -2.347 -0.644
C 1.829 -0.215 -0.919 0.099
O 1.190 -1.450 -0.553 -0.714
H 1.996 2.106 -2.275 0.194
H 2.485 1.360 -3.840 0.207
H 3.548 1.292 -2.408 0.166
H 2.180 -0.772 -2.839 0.358
H 2.861 -0.276 -0.582 0.142
H 1.327 0.604 -0.405 0.148
H 0.327 -1.409 -0.937 0.466
C -1.854 0.979 1.355 -0.609
C -2.107 -0.536 1.261 -0.396
C -2.098 -1.195 2.642 -0.608
H -2.632 1.476 1.945 0.202
H -1.826 1.436 0.378 0.208
H -0.885 1.176 1.854 0.201
H -1.286 -1.024 0.655 0.189
H -3.065 -0.738 0.747 0.197
H -2.232 -2.333 2.560 0.210
H -1.122 -1.016 3.174 0.204
H -2.907 -0.757 3.263 0.201
```

F_max (eV Å⁻¹): 1.69
Total energy (hartree): -329.4664
Charge: 0
SMILES: CNCO.CCC



No. 2
This record from the OMol25 dataset describes a 2-piece molecular cluster, C5H15NO overall at a distorted geometry. The level of theory is ωB97M-V/def2-TZVPD.

```
22
Properties=species:S:1:pos:R:3:nbo_charge:R:1
C -1.738 0.397 -1.524 -0.608
C -0.688 -0.258 -0.619 -0.396
C -0.327 0.415 0.752 -0.249
C -1.001 -0.407 1.848 -0.608
C 1.190 0.433 0.946 -0.210
N 1.783 1.524 1.763 -0.841
H -2.119 -0.263 -2.325 0.213
H -2.568 0.805 -0.932 0.197
H -1.410 1.369 -1.933 0.197
H -1.037 -1.274 -0.437 0.199
H 0.181 -0.333 -1.289 0.206
H -0.571 1.486 0.729 0.195
H -0.842 0.048 2.839 0.201
H -2.086 -0.456 1.675 0.214
H -0.535 -1.393 1.911 0.207
H 1.334 -0.481 1.522 0.178
H 1.821 0.394 0.052 0.194
H 1.430 1.412 2.702 0.354
H 1.613 2.422 1.333 0.353
O 1.592 -2.083 -2.707 -0.926
H 2.473 -2.393 -2.960 0.465
H 1.505 -1.364 -3.345 0.463
```

F_max (eV Å⁻¹): 1.78
Total energy (hartree): -329.4676
Charge: 0
SMILES: CC[C@@H](C)CN.O



No. 3
This record from the OMol25 dataset describes a 2-piece molecular cluster, C5H15NO overall at a distorted geometry. The level of theory is ωB97M-V/def2-TZVPD.

```
22
Properties=species:S:1:pos:R:3:nbo_charge:R:1
C -0.772 -1.448 -2.192 -0.412
N -1.252 -0.923 -0.916 -0.615
C -0.224 -0.148 -0.245 -0.218
C -0.554 0.238 1.216 -0.222
C -0.132 -0.860 2.230 -0.605
C 0.024 1.596 1.586 -0.603
H 0.144 -1.998 -2.008 0.192
H -0.597 -0.662 -2.941 0.158
H -1.514 -2.112 -2.619 0.201
H -2.020 -0.289 -1.110 0.346
H 0.076 0.744 -0.791 0.163
H 0.654 -0.795 -0.144 0.178
H -1.655 0.207 1.270 0.195
H -0.966 -1.433 2.626 0.214
H 0.425 -0.402 3.058 0.203
H 0.562 -1.565 1.772 0.200
H -0.355 2.369 0.920 0.208
H 1.113 1.505 1.566 0.210
H -0.300 1.838 2.595 0.206
O 2.379 1.546 -1.626 -0.943
H 3.070 1.789 -2.241 0.472
H 1.892 0.804 -2.004 0.473
```

F_max (eV Å⁻¹): 1.40
Total energy (hartree): -329.4716
Charge: 0
SMILES: CNCC(C)C.O



No. 4
This record from the OMol25 dataset describes a 2-piece molecular cluster, C5H15NO overall at a distorted geometry. The level of theory is ωB97M-V/def2-TZVPD.

```
22
Properties=species:S:1:pos:R:3:nbo_charge:R:1
C -1.904 -0.540 0.618 -0.626
C -0.456 -0.286 1.102 -0.180
N 0.051 1.033 0.773 -0.481
C 0.445 2.097 1.632 -0.401
C 0.180 1.287 -0.667 -0.206
C 1.182 2.358 -1.066 -0.622
H -2.205 -1.570 0.712 0.211
H -2.471 0.175 1.215 0.207
H -1.792 -0.244 -0.425 0.207
H 0.205 -0.963 0.539 0.163
H -0.239 -0.352 2.170 0.192
H -0.167 2.992 1.496 0.184
H 1.522 2.222 1.735 0.182
H 0.089 1.741 2.615 0.198
H -0.796 1.537 -1.104 0.167
H 0.505 0.331 -1.107 0.176
H 1.043 2.498 -2.142 0.215
H 2.222 2.215 -0.809 0.210
H 0.920 3.313 -0.601 0.205
O 0.808 -6.794 -2.003 -0.939
H 0.913 -5.930 -2.412 0.470
H -0.055 -7.121 -2.271 0.469
```

F_max (eV Å⁻¹): 2.94
Total energy (hartree): -329.4413
Charge: 0
SMILES: CCN(C)CC.O



No. 5
This record from the OMol25 dataset describes a 3-piece molecular cluster, C5H15NO2 overall at a distorted geometry. The level of theory is ωB97M-V/def2-TZVPD.

```
23
Properties=species:S:1:pos:R:3:nbo_charge:R:1
C 2.228 1.110 1.394 -0.418
N 0.932 1.472 0.820 -0.429
C -0.045 0.409 1.196 -0.242
C -1.191 0.709 0.286 -0.430
C -0.520 1.205 -1.016 -0.505
C 0.959 1.226 -0.655 -0.282
H 2.148 1.084 2.482 0.187
H 2.973 1.870 1.134 0.185
H 2.592 0.163 0.995 0.171
H 0.392 -0.569 0.960 0.175
H -0.170 0.426 2.276 0.191
H -1.834 1.516 0.615 0.194
H -1.862 -0.132 0.115 0.218
H -0.897 2.195 -1.281 0.188
H -0.670 0.565 -1.890 0.172
H 1.373 0.221 -0.776 0.170
H 1.490 2.037 -1.148 0.193
H -0.176 -1.668 -1.915 0.345
H -0.447 -3.050 -2.406 0.311
O -0.242 -2.583 -1.565 -1.333
H -1.622 -2.508 -0.145 0.499
H -3.141 -2.754 0.082 0.442
O -2.272 -2.942 0.441 -1.003
```

Spin multiplicity: 2
F_max (eV Å⁻¹): 1.61
Total energy (hartree): -404.6872
Charge: -1



No. 6
This record from the OMol25 dataset describes a 2-piece molecular cluster, C5H15NO2 overall at a distorted geometry. The level of theory is ωB97M-V/def2-TZVPD.

```
23
Properties=species:S:1:pos:R:3:nbo_charge:R:1
C 1.073 2.637 0.591 -0.606
C 0.655 1.556 -0.400 -0.042
N -0.302 2.063 -1.358 -0.859
C 0.165 0.323 0.351 -0.420
C -0.612 -0.713 -0.498 -0.443
C -1.779 -1.419 0.230 -0.054
O -1.461 -1.756 1.597 -0.733
H 0.234 2.853 1.250 0.202
H 1.963 2.351 1.148 0.209
H 1.303 3.567 0.063 0.202
H 1.574 1.253 -0.912 0.165
H -0.242 3.062 -1.442 0.368
H -1.247 1.693 -1.302 0.370
H -0.452 0.604 1.209 0.200
H 1.010 -0.215 0.787 0.202
H -0.960 -0.306 -1.448 0.220
H 0.009 -1.536 -0.858 0.208
H -1.940 -2.354 -0.271 0.186
H -2.643 -0.753 0.307 0.161
H -0.615 -1.379 1.855 0.462
O 1.131 -3.864 -0.572 -0.933
H 1.721 -4.565 -0.268 0.470
H 1.415 -3.101 -0.058 0.464
```

F_max (eV Å⁻¹): 1.82
Total energy (hartree): -404.7096
Charge: 0
SMILES: C[C@H](N)CCCO.O



No. 7
This record from the OMol25 dataset describes a 2-piece molecular cluster, C5H15NO2 overall at a distorted geometry. The level of theory is ωB97M-V/def2-TZVPD.

```
23
Properties=species:S:1:pos:R:3:nbo_charge:R:1
C 2.300 0.056 -0.904 -0.594
C 0.846 -0.372 -1.112 -0.235
C 0.544 -0.886 -2.503 -0.612
C -0.124 0.717 -0.621 -0.208
N -1.246 0.181 0.187 -0.646
C -1.756 1.166 1.128 0.111
O -2.418 0.455 2.163 -0.746
H 2.963 -0.801 -0.878 0.213
H 2.377 0.667 -0.007 0.210
H 2.604 0.739 -1.681 0.199
H 0.620 -1.179 -0.409 0.197
H 1.230 -0.541 -3.277 0.206
H -0.492 -0.750 -2.797 0.216
H 0.646 -1.974 -2.578 0.211
H 0.362 1.521 -0.057 0.163
H -0.617 1.204 -1.468 0.182
H -1.002 -0.680 0.651 0.365
H -2.439 1.849 0.630 0.154
H -0.906 1.701 1.571 0.134
H -3.329 0.739 2.263 0.483
O 0.210 -1.356 2.956 -0.953
H -0.699 -1.047 2.833 0.481
H 0.325 -1.410 3.909 0.470
```

F_max (eV Å⁻¹): 1.26
Total energy (hartree): -404.7091
Charge: 0
SMILES: CC(C)CNCO.O



No. 8
This record from the OMol25 dataset describes a 3-piece molecular cluster, C5H15NO2 overall at a distorted geometry. The level of theory is ωB97M-V/def2-TZVPD.

```
23
Properties=species:S:1:pos:R:3:nbo_charge:R:1
C 0.305 -0.838 -1.947 -0.406
N -0.318 -0.626 -0.640 -0.439
C 0.007 0.638 0.041 -0.228
C -0.380 0.335 1.490 -0.399
C -0.182 -1.170 1.723 -0.424
C -0.225 -1.766 0.320 -0.227
H 1.386 -0.763 -2.041 0.164
H 0.040 -1.880 -2.157 0.195
H -0.172 -0.133 -2.625 0.197
H 1.054 0.949 -0.035 0.169
H -0.705 1.378 -0.291 0.201
H 0.225 0.920 2.183 0.209
H -1.423 0.586 1.716 0.197
H -0.845 -1.732 2.372 0.221
H 0.860 -1.282 2.029 0.202
H -1.163 -2.272 0.032 0.186
H 0.501 -2.547 0.047 0.180
O -5.658 2.114 2.294 -0.923
H -5.397 1.293 1.875 0.462
H -4.891 2.189 2.884 0.461
O 5.766 1.807 -2.766 -0.919
H 4.982 1.719 -3.310 0.459
H 6.233 1.080 -3.193 0.460
```

F_max (eV Å⁻¹): 2.59
Total energy (hartree): -404.6890
Charge: 0
SMILES: CN1CCCC1.O.O



No. 9
This record from the OMol25 dataset describes a 4-piece molecular cluster, C5H15NO2 overall at a distorted geometry. The level of theory is ωB97M-V/def2-TZVPD.

```
23
Properties=species:S:1:pos:R:3:nbo_charge:R:1
C -0.257 -1.681 -0.132 -0.644
C 0.950 -1.025 -0.789 -0.473
C 1.977 -0.162 -0.031 0.114
C 2.740 0.648 -0.866 -0.013
C -0.491 1.715 0.557 -0.845
N 1.872 -0.209 1.269 -0.361
H 0.018 -2.701 0.152 0.205
H -0.647 -1.090 0.693 0.247
H -1.190 -1.698 -0.743 0.304
H 0.539 -0.411 -1.610 0.246
H 1.535 -1.770 -1.347 0.224
H 3.579 1.120 -0.349 0.194
H 2.739 0.692 -1.942 0.228
H -0.285 0.693 0.315 0.205
H 0.491 2.212 0.548 0.164
H -0.981 2.048 -0.361 0.238
H -0.954 1.879 1.515 0.246
H 2.656 0.248 1.754 0.335
H -3.855 0.213 1.077 0.453
O -2.915 0.358 1.270 -1.010
H -2.543 0.330 0.321 0.504
H -2.896 0.077 -1.838 0.434
O -2.165 -0.087 -1.216 -0.995
```

F_max (eV Å⁻¹): 4.05
Total energy (hartree): -404.4495
Charge: 0



No. 10
This record from the OMol25 dataset describes a 3-piece molecular cluster, C5H15NO2 overall at a distorted geometry. The level of theory is ωB97M-V/def2-TZVPD.

```
23
Properties=species:S:1:pos:R:3:nbo_charge:R:1
C 1.891 0.335 0.012 -0.195
C 1.400 0.138 1.503 -0.499
C -0.057 0.435 1.540 0.289
C -0.959 -0.537 1.124 -0.097
C -0.479 1.812 1.777 -0.727
N 1.934 -0.899 -0.803 -0.766
H 1.096 0.886 -0.477 0.192
H 2.816 0.884 -0.120 0.244
H 1.539 -0.868 1.909 0.260
H 1.876 0.930 2.056 0.260
H -2.024 -0.577 1.287 0.236
H -0.598 -1.412 0.596 0.224
H -0.198 2.493 0.963 0.294
H -0.162 2.214 2.746 0.284
H -1.573 1.926 1.794 0.254
H 2.871 -1.295 -0.797 0.382
H 1.292 -1.586 -0.441 0.357
H -0.761 0.157 -3.303 0.486
H -2.228 0.621 -3.531 0.497
O -1.601 0.315 -2.859 -0.974
H -2.765 -2.299 -1.553 0.481
H -1.499 -1.385 -1.782 0.485
O -1.810 -2.287 -1.639 -0.967
```

Spin multiplicity: 2
F_max (eV Å⁻¹): 2.67
Total energy (hartree): -404.3780
Charge: +1



No. 11
This record from the OMol25 dataset describes one molecule with the formula C5H15NO2SSi at a distorted geometry. The level of theory is ωB97M-V/def2-TZVPD.

```
25
Properties=species:S:1:pos:R:3:nbo_charge:R:1
C -3.056 1.659 -0.039 -0.604
C -2.733 0.468 0.853 -0.575
S -1.902 -0.765 -0.300 2.252
O -1.889 -1.974 0.360 -0.922
O -2.505 -0.690 -1.532 -0.943
N -0.036 0.115 -0.731 -1.301
Si 1.505 -0.289 -0.026 1.753
C 2.521 -0.090 -1.661 -1.087
C 1.528 -2.067 0.658 -1.113
C 2.111 0.948 1.258 -1.116
H -2.176 1.833 -0.605 0.231
H -3.867 1.515 -0.579 0.211
H -3.275 2.507 0.669 0.209
H -3.673 0.007 1.185 0.241
H -2.018 0.660 1.557 0.222
H -0.089 0.117 -1.790 0.407
H 2.189 -0.925 -2.174 0.222
H 2.361 0.709 -2.371 0.240
H 3.595 -0.128 -1.467 0.231
H 2.102 -2.636 0.016 0.235
H 1.873 -2.136 1.699 0.238
H 0.518 -2.429 0.724 0.258
H 2.254 1.901 0.715 0.240
H 1.504 1.057 2.112 0.235
H 3.158 0.634 1.467 0.237
```

F_max (eV Å⁻¹): 6.30
Total energy (hartree): -1092.3727
Charge: 0
SMILES: CCS(=O)(=O)N[Si](C)(C)C